Record 1
Formula: C33H34BrIrN3O6S
Source: OMol25
Level of theory: ωB97M-V/def2-TZVPD

The largest force on an atom comes out at 0.9 eV Å⁻¹. The HOMO energy is -0.40715 hartree. As for the energy above the lowest of the compared OMol25 structures with the same formula, charge and spin: 0.573 eV. For the LUMO energy, the calculation gives -3.66 eV. The calculation puts the HOMO-LUMO gap at 0.273 Ha.

```
! RIJCOSX wB97M-V def2-TZVPD def2/J DEFGRID3
* xyz 1 1
Ir 0.06846 -0.17373 -0.21750
C -7.08900 -2.03535 -0.05289
C -6.90313 -0.51831 -0.06256
C -7.55146 0.06149 1.20206
C -7.60103 0.05172 -1.30562
C -5.42818 -0.12682 -0.10192
C -4.40240 -1.05913 -0.14505
C -3.11471 -0.57857 -0.21377
Br -1.66692 -1.83425 -0.21485
C -2.72597 0.75567 -0.25075
O -1.41845 1.08943 -0.41614
C -3.75971 1.70802 -0.15550
C -5.06202 1.21682 -0.09691
C -3.59788 3.23523 -0.13481
C -4.29964 3.79492 1.11397
C -4.25197 3.81664 -1.39718
C -2.15130 3.72192 -0.08569
H -8.15338 -2.26950 -0.02907
H -6.63291 -2.49448 0.82686
H -6.67143 -2.50114 -0.94803
H -8.59870 -0.24032 1.25513
H -7.52073 1.15175 1.21012
H -7.04722 -0.29858 2.10056
H -8.65142 -0.24386 -1.31187
H -7.13628 -0.32088 -2.22017
H -7.56169 1.14168 -1.32570
H -4.59087 -2.12252 -0.11402
H -5.85906 1.94569 -0.04662
H -5.36659 3.57714 1.13245
H -4.18678 4.88018 1.13733
H -3.85529 3.38731 2.02390
H -5.31780 3.59173 -1.44548
H -3.78205 3.41729 -2.29794
H -4.13822 4.90222 -1.40599
H -1.62875 3.34604 0.79404
H -2.15988 4.81267 -0.03100
H -1.59315 3.42675 -0.97200
O 5.78106 -3.50738 -2.58914
N 5.63606 -3.61506 -1.38554
O 6.37405 -4.23663 -0.65461
C 4.48038 -2.94558 -0.77320
C 4.53402 -2.74611 0.57739
C 3.49746 -2.09898 1.27562
C 3.52219 -1.73874 2.67406
C 2.53651 -0.99305 3.18266
C 1.36612 -0.57044 2.38050
N 1.26042 -1.15588 1.10865
C 2.37781 -1.71481 0.56773
C 2.35670 -1.85939 -0.83467
N 1.27288 -1.27516 -1.42015
C 1.14107 -1.30707 -2.73050
C 2.08725 -1.96003 -3.52670
C 3.19673 -2.53672 -2.96440
C 3.38398 -2.47757 -1.56181
H 5.41302 -3.08585 1.10834
H 4.35662 -2.04477 3.29172
H 2.54850 -0.66974 4.21423
H 0.43774 -0.63682 2.94238
H 0.27061 -0.81823 -3.14786
H 1.93584 -1.98736 -4.59584
H 3.93450 -3.01703 -3.58519
C 1.05956 7.57001 1.56027
C 1.32920 6.09754 1.45044
C 2.11334 5.44892 2.40836
C 2.36101 4.09427 2.32606
C 1.79059 3.37621 1.27811
C 1.01156 3.98859 0.31130
C 0.79270 5.35297 0.40457
S 2.19441 1.69433 1.13722
O 3.59158 1.48873 1.30761
O 1.34083 1.02502 2.23667
O 1.67492 1.17892 -0.16631
H 1.89955 8.09277 2.01501
H 0.18330 7.74536 2.18795
H 0.86220 8.01092 0.58460
H 2.54834 6.02144 3.21754
H 2.99417 3.59968 3.05050
H 0.60033 3.41316 -0.50477
H 0.19942 5.84746 -0.35428
*
```

***

Record 2
Formula: C33H34Cl2CrGe2N2O3S2Se
Source: OMol25
Level of theory: ωB97M-V/def2-TZVPD

The largest force on an atom comes out at 2.3 eV Å⁻¹. The HOMO energy (alpha / beta) is -0.15317 / -0.16322 hartree. As for the energy above the lowest of the compared OMol25 structures with the same formula, charge and spin: 2.234 eV. For the LUMO energy (alpha / beta), the calculation gives 1.80 / -1.26 eV. The calculation puts the HOMO-LUMO gap (alpha / beta) at 0.219 / 0.117 Ha.

```
! RIJCOSX wB97M-V def2-TZVPD def2/J DEFGRID3
* xyz -1 6
Cr 0.12859 -0.28215 -0.27632
Cl -2.22002 -0.47861 -1.27013
C -3.22694 -1.83139 -0.90587
C -4.39800 -1.98465 -1.62374
C -5.24133 -3.04418 -1.34343
C -4.90303 -3.93687 -0.33871
C -3.73089 -3.77303 0.37020
Cl -3.36817 -4.89308 1.62768
C -2.83568 -2.71894 0.11471
S -1.37729 -2.52950 1.00719
H -4.64246 -1.26581 -2.39022
H -6.15815 -3.17075 -1.89545
H -5.55376 -4.76119 -0.09665
C -2.93447 0.43326 2.22619
C -1.60974 1.19309 2.24806
C -1.59389 2.20524 3.38900
O -0.49612 0.30334 2.33102
C -1.48391 1.96424 0.88939
O -2.12709 2.98658 0.73567
O -0.71148 1.42176 0.03915
H -3.16940 0.02673 3.20954
H -2.88739 -0.38712 1.51590
H -3.73092 1.10813 1.92462
H -1.78834 1.71814 4.34442
H -2.36491 2.94583 3.19796
H -0.63439 2.71310 3.41949
H -0.75512 -0.48542 2.82628
Se 0.02675 0.22527 -3.32553
C 1.34937 -0.30606 -4.40437
N 2.20333 -0.65989 -5.09702
S 1.12799 -4.11392 -2.42557
C 0.32973 -2.70619 -1.83229
N 0.96364 -1.99092 -0.91497
C 2.17065 -2.59361 -0.61168
C 3.09023 -2.20208 0.35812
C 4.25457 -2.92284 0.52556
C 4.51524 -4.06132 -0.22566
C 3.60048 -4.50038 -1.16256
C 2.44382 -3.76399 -1.34682
H -0.65841 -2.49395 -2.20143
H 2.88223 -1.34828 0.98093
H 4.97685 -2.59102 1.25487
H 5.42781 -4.61332 -0.06074
H 3.76788 -5.39926 -1.73444
C 4.68383 1.68391 3.47691
Ge 2.83399 0.93409 3.10013
C 1.80303 1.84364 4.56278
C 2.80634 -0.98002 3.71079
Ge 1.96468 1.05565 0.70089
C 3.56872 0.77038 -0.50610
C 3.36266 0.74320 -1.87777
C 4.38736 0.48334 -2.76655
C 5.66018 0.24233 -2.27975
C 5.89325 0.28060 -0.91654
C 4.85393 0.53115 -0.03982
C 1.73235 3.01966 0.44445
C 1.23188 3.50272 -0.75869
C 1.05781 4.85783 -0.97101
C 1.37811 5.76131 0.02922
C 1.87311 5.29986 1.23592
C 2.05233 3.94139 1.43239
H 4.86520 1.65659 4.54739
H 4.74513 2.71753 3.15001
H 5.47799 1.13060 2.99056
H 2.41460 1.83893 5.46318
H 0.88002 1.31568 4.77423
H 1.56505 2.87470 4.32609
H 2.72123 -1.02133 4.79354
H 3.69563 -1.53017 3.41665
H 1.94059 -1.48051 3.28265
H 2.37022 0.92654 -2.26956
H 4.18280 0.43808 -3.82659
H 6.46524 0.01415 -2.96433
H 6.89224 0.10394 -0.53469
H 5.03914 0.53961 1.02566
H 0.94637 2.80394 -1.53587
H 0.66138 5.21030 -1.91398
H 1.22052 6.82118 -0.12545
H 2.11263 5.99904 2.02875
H 2.45115 3.58794 2.37567
*
```

***

Record 3
Formula: C33H34F3N4O4P2V
Source: OMol25
Level of theory: ωB97M-V/def2-TZVPD

The largest force on an atom comes out at 0.3 eV Å⁻¹. The HOMO energy (alpha / beta) is -0.39057 / -0.36674 hartree. As for the energy above the lowest of the compared OMol25 structures with the same formula, charge and spin: 0.000 eV. For the LUMO energy (alpha / beta), the calculation gives -2.27 / -2.27 eV. The calculation puts the HOMO-LUMO gap (alpha / beta) at 0.307 / 0.283 Ha.

```
! RIJCOSX wB97M-V def2-TZVPD def2/J DEFGRID3
* xyz 1 2
V 0.86885 1.69712 -0.96943
O -0.98440 1.42646 -0.08989
P -1.35852 0.67525 1.17338
C -0.75564 -1.04216 1.04013
P 1.03589 -1.16369 0.72117
O 1.46683 -0.08675 -0.24641
C 1.85866 -0.99446 2.29632
C 1.73543 -1.99540 3.26127
C 2.32429 -1.82951 4.50195
C 3.04009 -0.66663 4.77359
C 3.16278 0.32571 3.81272
C 2.57076 0.16998 2.56596
C 1.37224 -2.79331 0.06562
C 2.68548 -3.25814 0.15577
C 3.04478 -4.44437 -0.46247
C 2.09808 -5.17434 -1.16784
C 0.78829 -4.72190 -1.25750
C 0.42549 -3.53230 -0.64661
C -0.66468 1.36831 2.65974
C -0.11044 2.64436 2.61314
C 0.46420 3.18501 3.75482
C 0.47275 2.45971 4.93568
C -0.09016 1.18838 4.98784
C -0.66093 0.64291 3.85445
C -3.13103 0.54905 1.33802
C -3.84640 -0.08929 0.32113
C -5.22026 -0.21158 0.41188
C -5.88776 0.30842 1.51690
C -5.18383 0.95177 2.52251
C -3.80334 1.07439 2.43680
H -1.30926 -1.48529 0.21034
H -1.01339 -1.59818 1.94443
H 1.19824 -2.91215 3.03840
H 2.24184 -2.60634 5.25035
H 3.50871 -0.54104 5.74133
H 3.72376 1.22527 4.02915
H 2.65707 0.94299 1.81117
H 3.42605 -2.69085 0.70691
H 4.06320 -4.80211 -0.39416
H 2.38303 -6.10098 -1.64846
H 0.05002 -5.29483 -1.80231
H -0.60079 -3.19715 -0.72737
H -0.10269 3.20410 1.68887
H 0.90990 4.16968 3.71544
H 0.92230 2.88242 5.82488
H -0.07855 0.62541 5.91156
H -1.09497 -0.34926 3.90242
H -3.33091 -0.48998 -0.54470
H -5.77354 -0.70699 -0.37453
H -6.96307 0.21263 1.58894
H -5.70797 1.36155 3.37529
H -3.25582 1.57626 3.22464
C -0.92325 -0.24977 -2.62793
N 0.14582 0.76949 -2.80575
C 1.31782 0.08175 -3.45489
N 0.94492 -0.53286 -4.71169
C -0.11840 -1.50510 -4.46618
N -1.30628 -0.87618 -3.87593
C -1.77564 0.17349 -4.79124
N -0.74052 1.17745 -5.04123
C -0.36245 1.78577 -3.78420
C 0.43169 0.50446 -5.61143
H -1.78363 0.24545 -2.17825
H -0.53569 -1.00706 -1.94096
H 1.68672 -0.67516 -2.76139
H 2.09626 0.82766 -3.60866
H 0.25305 -2.27580 -3.78670
H -0.39990 -1.97573 -5.40843
H -2.65097 0.66122 -4.35842
H -2.06290 -0.28422 -5.73760
H -1.22541 2.28238 -3.33507
H 0.42850 2.52013 -3.94344
H 1.21517 1.24152 -5.79124
H 0.15315 0.04921 -6.56169
F 0.17224 3.96512 -1.47649
C 1.44642 4.42950 -1.08587
F 1.24907 5.25311 -0.07535
F 1.93640 5.08847 -2.11487
C 2.17221 3.12875 -0.73439
O 2.10947 2.68859 0.46279
O 2.55547 2.42022 -1.74673
*
```